Molecular formula: C6H9NO2
Method: DFT, ωB97M-V with the def2-TZVPD basis set

The geometry in XYZ format:
```
18
Properties=species:S:1:pos:R:3:nbo_charge:R:1
C -1.197 -2.736 0.382 -0.677
C 0.079 3.024 -0.311 -0.691
C 0.528 0.574 0.063 0.258
C -0.550 -1.409 0.220 0.242
C 0.798 -1.107 -0.427 0.159
C -0.094 1.592 -0.626 0.053
O 1.415 0.846 1.012 -0.686
N -0.971 -0.293 0.633 -0.274
O 1.839 -1.500 0.230 -0.738
H 1.915 -0.024 1.095 0.515
H 0.775 -1.239 -1.519 0.165
H -0.830 1.306 -1.367 0.207
H -2.133 -2.660 0.934 0.233
H -0.496 -3.385 0.912 0.255
H -1.383 -3.181 -0.598 0.237
H -0.048 3.648 -1.198 0.233
H -0.693 3.334 0.412 0.258
H 1.046 3.209 0.155 0.251
```

## Properties
Spin multiplicity: 1
Total charge: 0
Lowest unoccupied orbital energy (spin up / spin down), Eh: -0.0511 / -0.0577
Orbital gap (spin up / spin down), eV: 7.12 / 6.88

Molecular formula: C6H9NO2S
Method: DFT, ωB97M-V with the def2-TZVPD basis set

The geometry in XYZ format:
```
19
Properties=species:S:1:pos:R:3:nbo_charge:R:1
C -1.101 0.205 -0.043 0.170
C -3.839 0.722 -1.672 0.468
C -3.112 1.384 0.483 0.350
C 0.720 -1.148 0.986 -0.626
C 1.145 0.615 -0.921 -0.599
C 0.404 0.156 0.334 -0.319
N -1.685 1.238 0.513 -0.635
O -3.676 0.567 -0.389 -0.529
O -4.292 -0.329 -2.282 -0.656
S -3.908 2.230 1.568 0.046
H 1.052 -2.048 0.397 0.228
H 0.009 -1.604 1.685 0.230
H 1.625 -0.898 1.632 0.215
H 2.244 0.650 -0.525 0.208
H 0.945 1.592 -1.312 0.221
H 1.054 -0.090 -1.719 0.219
H 0.530 1.077 1.051 0.144
H -1.130 1.908 1.017 0.387
H -4.425 -1.215 -1.729 0.476
```

## Properties
Spin multiplicity: 1
Total charge: 0
Lowest unoccupied orbital energy, Eh: -0.0205
Orbital gap, eV: 8.07

Molecular formula: C6H9NO2S2
Method: DFT, ωB97M-V with the def2-TZVPD basis set

The geometry in XYZ format:
```
20
Properties=species:S:1:pos:R:3:nbo_charge:R:1
C 2.305 -1.287 1.745 -0.024
C 1.571 -1.487 2.893 -0.467
C 0.385 -0.559 0.980 -0.013
C -0.531 2.270 0.155 -0.527
C -1.679 0.264 -2.498 -0.885
C -0.668 -0.190 0.140 -0.447
N 1.641 -0.829 0.713 -0.418
O 0.734 0.361 -2.100 -0.946
O -0.275 -1.901 -1.769 -0.926
S 0.003 -0.861 2.672 0.417
S -0.295 -0.477 -1.630 2.183
H 3.430 -1.564 1.705 0.218
H 2.079 -1.866 3.800 0.254
H -1.454 2.735 0.345 0.196
H 0.075 2.152 1.136 0.190
H 0.205 2.217 -0.636 0.234
H -1.235 0.816 -3.393 0.267
H -2.509 -0.450 -2.767 0.242
H -2.136 0.904 -1.856 0.227
H -1.646 -0.248 0.366 0.224
```

## Properties
Spin multiplicity: 1
Total charge: 0
Lowest unoccupied orbital energy (spin up / spin down), Eh: -0.0408 / -0.0190
Orbital gap (spin up / spin down), eV: 7.39 / 7.66

The evaluated energy for the records listed, in turn: -439.096037, -837.254384, -1235.459282 Ha.
The evaluated ΔE to the lowest compared entry with this formula, charge and spin for the records listed, in turn: 473.4, 536.4, 392.3 kJ/mol.